one.
Density functional theory data (ωB97M-V with the def2-TZVPD basis set) for C5H7OP as an isolated structure.

Summary:
Kohn-Sham gap: 9.1 eV
Molecular weight: 114.08 g/mol
LUMO level: 0.01780 Eh

Positions of all 14 atoms, in Å:
H: -0.3143 1.4282 -1.1528
P: -1.1587 -0.9053 -0.3265
H: -1.5284 1.5882 0.0899
C: 0.4953 1.1459 0.8143
H: 0.2497 -2.3448 -1.4440
H: 1.3827 1.1125 0.2889
H: 0.3514 2.0673 1.4321
H: 0.1025 -0.7412 -2.2683
C: -0.0231 -1.4969 1.1785
O: -0.4530 -0.4752 2.4762
C: -0.7531 0.9852 -0.1864
H: 1.1751 -0.9788 -0.9490
C: 0.2361 -1.2600 -1.4361
C: 0.2378 -0.1251 1.4834

From a Mulliken analysis of the wavefunction, the atomic charges in e read: 0.293 0.051 0.501 -0.716 0.358 0.352 0.273 0.410 -0.664 -0.384 -0.744 0.367 -1.115 1.018



two.
Density functional theory data (ωB97M-V with the def2-TZVPD basis set) for C5H7OP in the gas phase.

Summary:
Kohn-Sham gap (spin up / spin down): 8.1 / 8.4 eV
Molecular weight: 114.08 g/mol
LUMO level (spin up / spin down): 0.00896 / 0.01926 Eh

Positions of all 14 atoms, in Å:
H: -0.7620 -1.8481 -2.4907
H: 0.4720 2.4413 1.9472
C: 0.6978 -1.4359 -1.1115
H: 0.1095 1.1339 3.0176
C: -0.5674 -1.0994 -1.8463
O: 1.5130 0.8438 0.4229
C: -1.4758 -0.2534 -1.5945
C: 0.2205 0.7279 0.9646
H: 0.7863 -2.4783 -1.2152
P: 1.1734 -0.8250 0.6254
H: 1.4671 -1.0103 -1.8333
H: -1.3092 1.7470 2.1521
C: -0.1746 1.5257 2.1160
H: -2.1507 0.5307 -1.1544

From a Mulliken analysis of the wavefunction, the atomic charges in e read: 0.381 0.258 -0.574 0.307 -0.300 -0.372 -0.502 0.338 0.439 -0.003 0.275 0.218 -0.809 0.343



Stability, highest: one



one.
Density functional theory data (ωB97M-V with the def2-TZVPD basis set) for a 2-piece molecular cluster, C5H15NOS overall.

Summary:
Kohn-Sham gap: 9.1 eV
Molecular weight: 137.25 g/mol
LUMO level: 0.02916 Eh

Positions of all 23 atoms, in Å:
H: 0.8922 -2.0033 2.5014
H: -0.7794 -3.4818 2.0597
C: 0.4746 -1.0927 0.5870
S: 1.1559 2.8249 -0.7028
H: -1.6287 -2.2114 1.1396
C: -1.0791 -2.3679 2.0194
H: 0.9265 -3.2305 0.3852
H: -1.6631 -2.2695 2.8661
H: -0.5382 -0.9672 0.0222
H: 2.3829 -0.1630 0.2604
H: 1.6726 0.8000 1.2941
H: -3.2314 5.1881 -2.6031
H: 0.6704 -2.6014 -1.0450
C: 1.2063 -2.3233 -0.1547
H: 0.6993 0.5255 -1.8231
H: 2.2602 -2.4072 -0.3597
C: 1.3911 0.1902 0.3140
H: 0.2139 3.0729 -1.6507
H: -0.5347 1.0046 -0.3241
O: -2.4786 5.6135 -2.9967
H: -2.7602 6.4612 -3.0916
C: 0.6407 1.0281 -0.6786
N: 0.1068 -1.5899 1.9810

From a Mulliken analysis of the wavefunction, the atomic charges in e read: 0.291 0.262 0.269 -0.229 0.302 -0.867 0.375 0.317 0.104 0.462 0.328 0.314 0.345 -1.327 0.269 0.362 -0.753 0.137 0.300 -0.603 0.290 -0.541 -0.405



two.
Density functional theory data (ωB97M-V with the def2-TZVPD basis set) for a 2-piece molecular cluster, C5H15NOS overall.

Summary:
Kohn-Sham gap: 9.5 eV
Molecular weight: 137.25 g/mol
LUMO level: 0.02518 Eh

Positions of all 23 atoms, in Å:
C: -0.2338 0.5749 2.2409
C: 0.0486 0.3120 0.7456
C: 1.5172 0.6044 0.4363
H: -0.2956 -0.3694 2.7702
H: -1.1549 0.5131 -0.9039
H: 1.6350 1.6912 0.5403
H: 1.5694 0.8490 -1.7383
H: -0.4643 1.9160 -0.4819
H: 2.1282 0.1298 1.1948
O: -3.5369 -0.6397 1.2187
H: -0.1161 -0.7492 0.5729
H: -3.4126 -1.1159 0.3918
H: 0.3741 -1.9198 -3.3303
H: 3.0885 0.3976 -0.9858
N: -0.8806 1.0675 -0.0995
H: -0.5246 -2.0544 -1.7868
H: -2.6863 -0.2055 1.3549
H: 0.3690 1.3369 2.7189
H: -1.2590 0.9441 2.3012
C: 2.0038 0.2138 -0.9591
S: 1.7696 -1.5231 -1.4005
C: 0.2241 -1.4942 -2.3354
H: -0.1627 -0.4792 -2.4649

From a Mulliken analysis of the wavefunction, the atomic charges in e read: -1.519 0.424 -0.900 0.378 0.205 0.398 0.319 0.295 0.351 -0.668 0.264 0.302 0.345 0.364 -0.535 0.238 0.323 0.384 0.385 -0.692 -0.100 -0.742 0.182



Stability, highest: two



one.
Density functional theory data (ωB97M-V with the def2-TZVPD basis set) for a 2-piece molecular cluster, CHN3O3 overall.

Summary:
Kohn-Sham gap (spin up / spin down): 8.7 / 8.7 eV
Molecular weight: 103.04 g/mol
LUMO level (spin up / spin down): -0.10182 / -0.10188 Eh

Positions of all 8 atoms, in Å:
O: -0.3515 1.7395 0.3312
O: 1.6880 2.2967 -0.1187
N: 3.7358 -0.6973 0.2394
C: 2.6788 -0.4585 0.0461
O: -0.0431 -0.5877 -0.7284
N: 0.9468 0.2687 -0.6609
H: -0.7485 -0.4155 -0.0510
N: 0.7552 1.5376 -0.0832

From a Mulliken analysis of the wavefunction, the atomic charges in e read: -0.604 -0.498 -0.246 0.190 -0.281 -0.057 0.372 1.123



two.
Density functional theory data (ωB97M-V with the def2-TZVPD basis set) for a 2-piece molecular cluster, CHN3O3 overall.

Summary:
Kohn-Sham gap (spin up / spin down): 9.2 / 8.0 eV
Molecular weight: 103.04 g/mol
LUMO level (spin up / spin down): -0.03259 / -0.05942 Eh

Positions of all 8 atoms, in Å:
H: -2.2657 -0.1069 0.0716
O: -1.5318 -0.3630 0.6286
N: -0.5972 -0.5278 -0.3196
O: 1.8275 0.8799 -0.0575
N: 0.7424 1.2917 -0.0777
N: 1.4126 -1.9972 -0.1699
C: 0.4056 -1.4009 -0.0939
O: 0.0066 2.2242 0.0185

From a Mulliken analysis of the wavefunction, the atomic charges in e read: 0.391 -0.231 -0.389 -0.384 0.859 -0.402 0.578 -0.422



Stability, highest: two



one.
Density functional theory data (ωB97M-V with the def2-TZVPD basis set) for C3H3NO4 in the gas phase.

Summary:
Kohn-Sham gap: 9.3 eV
Molecular weight: 117.06 g/mol
LUMO level: 0.00842 Eh

Positions of all 11 atoms, in Å:
H: -1.2028 2.1618 -0.6340
H: -1.3714 1.5135 0.9999
O: 1.2348 0.7984 -0.2003
C: -0.0824 0.4340 -0.2546
C: -0.1598 -0.8691 -0.1397
N: -1.2533 1.2450 0.0216
O: -1.2047 -1.7558 -0.0649
O: 1.0517 -1.4410 -0.1437
O: 3.1583 -0.1978 0.0812
H: -2.0928 -1.5984 0.3667
C: 1.9224 -0.2906 -0.0323

From a Mulliken analysis of the wavefunction, the atomic charges in e read: 0.314 0.254 -0.322 0.089 0.610 -0.549 -0.551 -0.297 -0.568 0.348 0.673



two.
Density functional theory data (ωB97M-V with the def2-TZVPD basis set) for C3H3NO4 in the gas phase.

Summary:
Kohn-Sham gap: 9.4 eV
Molecular weight: 117.06 g/mol
LUMO level: 0.00655 Eh

Positions of all 11 atoms, in Å:
O: -0.0870 -1.6292 -1.1748
O: 1.9637 -0.9640 0.6642
O: 0.7219 0.6410 1.3177
C: -0.3625 1.2392 0.7669
C: -0.8751 0.5652 -0.3112
H: -1.7804 0.2526 -1.8775
O: -1.7078 0.9656 -1.3000
H: -0.4911 2.2169 1.0978
H: 2.1409 -1.8037 0.2482
N: 0.6487 -0.7329 0.8941
C: -0.1713 -0.7507 -0.3253

From a Mulliken analysis of the wavefunction, the atomic charges in e read: -0.585 -0.418 -0.263 -0.472 0.495 0.309 -0.517 0.477 0.340 0.120 0.512



three.
Density functional theory data (ωB97M-V with the def2-TZVPD basis set) for a 2-piece molecular cluster, C3H3NO4 overall.

Summary:
Kohn-Sham gap: 8.7 eV
Molecular weight: 117.06 g/mol
LUMO level: 0.00095 Eh

Positions of all 11 atoms, in Å:
C: 0.8333 -0.6537 0.2959
O: -0.0775 -0.2018 1.2736
H: 0.6044 0.5069 -2.8403
O: -1.8827 0.8871 1.3488
H: 1.5819 -0.9555 1.8309
N: -0.7638 0.4606 -0.8885
O: 1.8909 -1.2975 0.9036
H: -2.4161 1.7993 0.8831
C: -0.9234 0.6009 0.4107
O: 0.7033 -0.7163 -2.2901
C: 0.4498 -0.4299 -0.9276

From a Mulliken analysis of the wavefunction, the atomic charges in e read: 0.221 -0.368 0.410 -0.487 0.426 -0.498 -0.550 0.429 0.465 -0.588 0.539



Stability, highest: one



one.
Density functional theory data (ωB97M-V with the def2-TZVPD basis set) for C2H11NO5 as an isolated structure.

Summary:
Kohn-Sham gap: 9.7 eV
Molecular weight: 129.11 g/mol
LUMO level: 0.00957 Eh

Positions of all 19 atoms, in Å:
H: 0.0149 0.1513 -1.9236
H: 1.9113 -0.4335 -0.8664
H: -0.1509 -0.0968 1.7310
O: 0.4633 -1.0703 1.9257
H: 0.8056 -1.1276 0.7151
H: 1.2403 -0.9269 2.4113
O: -0.8993 0.8385 1.2682
H: 1.0775 -1.9433 -0.8970
H: -2.6035 -1.0670 0.8504
O: 2.3812 0.8136 -1.9026
H: -1.1649 -0.8681 -0.8888
O: -0.6760 2.0665 -0.5466
C: -0.5775 1.0361 0.0086
H: 1.5992 1.3378 -1.6637
C: -0.2705 -0.2102 -0.8192
O: -2.0700 -1.7746 0.5076
H: -1.6301 -2.3088 1.2522
H: 2.7646 1.2089 -2.7078
N: 1.0900 -0.8388 -0.4525

From a Mulliken analysis of the wavefunction, the atomic charges in e read: 0.335 0.369 0.472 -0.736 0.483 0.279 -0.736 0.346 0.334 -0.675 0.403 -0.576 0.742 0.321 -0.877 -0.677 0.316 0.326 -0.449



two.
Density functional theory data (ωB97M-V with the def2-TZVPD basis set) for a 4-piece molecular cluster, C2H11NO5 overall.

Summary:
Kohn-Sham gap: 11.1 eV
Molecular weight: 129.11 g/mol
LUMO level: 0.01745 Eh

Positions of all 19 atoms, in Å:
C: -0.8712 1.0008 -1.0986
H: 1.0431 -0.2150 -2.5670
N: 0.2765 1.5627 -0.6971
H: -0.4291 -2.2591 1.6131
H: 2.2774 1.8837 -1.2391
H: 0.2230 2.5199 -0.4005
O: 1.4324 0.6658 -2.5204
H: -0.9784 1.0589 3.0682
C: 1.5695 1.0640 -1.1907
O: -0.2803 -1.9069 2.5109
O: -1.0073 -0.1255 -1.5397
H: -1.7001 1.6985 -1.0001
O: -0.4724 -2.6812 -0.1039
H: -1.1102 -1.5494 2.8331
H: -0.5316 0.4191 1.6857
H: 0.3963 -2.7409 -0.4902
H: 1.9742 0.3200 -0.5017
H: -0.8190 -1.8585 -0.4789
O: -0.9930 1.1431 2.1169

From a Mulliken analysis of the wavefunction, the atomic charges in e read: 0.106 0.339 -0.062 0.399 0.322 0.239 -0.528 0.294 -0.385 -0.694 -0.687 0.387 -0.717 0.308 0.356 0.315 0.235 0.405 -0.632



Stability, highest: two